# 1
75
Properties=species:S:1:pos:R:3:lowdin_charge:R:1 method="wB97M-V/def2-TZVPD" multiplicity=6 charge=+3 lumo_energy_ev="-8.72 / -10.96" homo_lumo_gap_ev="4.84 / 4.91"
Ru -0.91882 0.57809 -0.26333 1.539
C 2.63361 1.08475 5.90515 -0.025
C 2.10559 1.13154 4.52513 -0.232
C 2.91883 1.57055 3.47802 0.060
C 2.51902 1.56449 2.13792 -0.106
C 3.47770 2.07383 1.20258 0.067
N 3.78201 1.67661 -0.02300 0.108
C 3.41723 0.43345 -0.65968 -0.144
C 4.14451 -0.75125 0.01308 -0.127
C 3.96725 -2.06268 -0.74879 -0.149
N 2.56763 -2.35850 -0.87873 0.032
C 1.98834 -3.49725 -1.15711 -0.006
C 0.59282 -3.60025 -1.38103 -0.093
C 0.03486 -4.85799 -1.63424 0.043
C -1.32962 -5.03017 -1.89430 -0.191
C -1.89528 -6.37785 -2.11773 0.013
C -2.14861 -3.90216 -1.91245 0.033
C -1.66870 -2.61827 -1.60742 -0.112
C -2.63931 -1.57975 -1.48873 -0.035
N -2.51317 -0.36004 -1.05464 -0.151
C -3.72743 0.38592 -0.79998 -0.185
C -3.87502 0.67091 0.71947 -0.131
C -3.05912 -0.28029 1.61192 -0.186
N -1.65074 0.07089 1.59551 -0.102
C -1.04685 0.32714 2.70877 -0.035
C 0.31501 0.73044 2.90282 -0.102
C 0.79729 0.74901 4.21952 0.068
C 1.16822 1.15049 1.81441 -0.262
O 0.73926 1.27594 0.62038 -0.187
C -0.26581 -2.42846 -1.34280 -0.246
O 0.21912 -1.27407 -1.10704 -0.106
H 3.71846 1.00962 5.91262 0.094
H 2.20773 0.26100 6.47338 0.097
H 2.36689 2.00229 6.43698 0.108
H 3.92126 1.89110 3.71304 0.140
H 4.09596 2.87617 1.59153 0.164
H 4.53896 2.17754 -0.47162 0.178
H 3.71524 0.50037 -1.70784 0.147
H 2.32839 0.32662 -0.61076 0.091
H 3.78530 -0.87341 1.03647 0.123
H 5.21092 -0.52868 0.06510 0.133
H 4.47168 -2.87862 -0.22508 0.144
H 4.41601 -1.98331 -1.74632 0.141
H 1.91490 -1.57267 -0.82523 0.091
H 2.59364 -4.38975 -1.23716 0.153
H 0.68779 -5.71882 -1.62535 0.137
H -1.20839 -7.15794 -1.79769 0.102
H -2.11791 -6.53271 -3.17791 0.127
H -2.84593 -6.48574 -1.59525 0.111
H -3.19849 -4.02876 -2.13113 0.136
H -3.65013 -1.90070 -1.75220 0.150
H -4.59994 -0.17550 -1.15206 0.130
H -3.69627 1.33303 -1.35578 0.123
H -4.92548 0.56331 0.98890 0.130
H -3.58413 1.70216 0.94256 0.105
H -3.15735 -1.31804 1.26434 0.131
H -3.45750 -0.21876 2.63097 0.135
H -1.61505 0.20461 3.63178 0.152
H 0.13865 0.45660 5.02285 0.141
N -0.22484 0.70404 -3.75543 0.151
C -0.64479 1.83084 -3.18149 -0.643
N -0.79118 1.95642 -1.86831 -0.066
C -1.27605 3.20315 -1.53131 -0.334
C -1.56045 3.64706 -0.23515 -0.053
C -2.11832 4.89850 -0.06282 -0.050
C -2.38630 5.71473 -1.16121 -0.038
C -2.07666 5.30752 -2.45455 -0.044
C -1.52162 4.05202 -2.62766 -0.435
S -1.05929 3.24335 -4.11525 1.181
H -0.08246 -0.11868 -3.18385 0.089
H -0.17164 0.62875 -4.75870 0.126
H -1.32304 3.01311 0.61870 0.082
H -2.35619 5.25106 0.92857 0.119
H -2.83556 6.68165 -0.99692 0.124
H -2.27660 5.95043 -3.29746 0.127

=====

# 2
92
Properties=species:S:1:pos:R:3:lowdin_charge:R:1 method="wB97M-V/def2-TZVPD" multiplicity=3 charge=+4 lumo_energy_ev="-12.22 / -12.89" homo_lumo_gap_ev="5.34 / 4.67"
W 0.51149 -1.29936 1.00507 0.933
C 1.79766 -4.94265 1.34394 -0.453
C 2.37405 -4.44887 0.03367 -0.432
S 1.09371 -3.41329 -0.73866 0.831
C 1.80588 -2.87577 -2.31627 -0.457
C 2.98060 -1.91875 -2.21183 -0.438
S 2.78659 -0.65422 -0.90694 0.838
C 4.31378 -1.00953 0.02917 -0.469
C 4.29736 -0.30082 1.35824 -0.429
S 2.80207 -0.58425 2.36868 0.867
C 3.24127 -1.84710 3.59850 -0.433
C 3.11714 -3.26334 3.09400 -0.438
S 1.41619 -3.59342 2.51181 0.911
H 2.48908 -5.61394 1.85363 0.116
H 0.86138 -5.47754 1.18367 0.093
H 2.57505 -5.29182 -0.62883 0.120
H 3.28518 -3.86920 0.16398 0.065
H 0.96059 -2.42048 -2.82956 0.058
H 2.08455 -3.77885 -2.85994 0.113
H 3.09305 -1.38034 -3.15182 0.101
H 3.91258 -2.44608 -2.01547 0.095
H 5.14770 -0.63654 -0.56736 0.115
H 4.41099 -2.08835 0.13347 0.070
H 4.31841 0.77972 1.21635 0.098
H 5.15901 -0.57656 1.96601 0.114
H 2.55396 -1.66483 4.42728 0.091
H 4.25550 -1.63514 3.93643 0.115
H 3.31067 -3.96287 3.90886 0.116
H 3.80254 -3.47070 2.27352 0.087
C 0.79197 1.87595 6.15290 -0.001
C 0.10096 0.69483 6.40752 -0.021
C -0.20432 -0.16641 5.37959 0.001
C 0.16004 0.13384 4.04456 -0.266
C 0.84556 1.33762 3.81032 -0.115
C 1.16388 2.18605 4.85189 -0.033
N -0.24799 -0.77055 3.00804 -0.093
N -1.20503 -1.49521 3.41095 0.102
C -1.72784 -2.43154 2.58617 -0.332
C -2.75639 -3.23487 3.07186 0.078
C -3.31309 -4.18351 2.23587 0.040
C -2.82913 -4.27831 0.93528 0.025
C -1.80849 -3.44608 0.52068 -0.161
N -1.23185 -2.53092 1.32609 -0.125
H 1.03650 2.54959 6.96368 0.135
H -0.19589 0.45033 7.41832 0.132
H -0.71564 -1.09080 5.59124 0.115
H 1.10125 1.64883 2.81892 -0.006
H 1.69139 3.10640 4.64135 0.127
H -3.08041 -3.07716 4.09141 0.147
H -4.11586 -4.82375 2.57825 0.147
H -3.24283 -4.99376 0.23791 0.141
H -1.45728 -3.50604 -0.49647 0.050
S 0.35675 1.16783 0.67960 0.744
C -0.41097 1.65277 -0.77135 -0.552
N -0.42465 2.90444 -1.14238 -0.042
C -0.91236 3.24492 -2.48428 -0.048
C -2.08795 2.37939 -2.85469 -0.047
N -1.76595 0.96096 -2.63691 -0.061
C -2.44217 0.01092 -3.51244 -0.092
C -1.92871 0.05410 -4.93930 -0.221
C -0.70362 0.61779 -5.27796 -0.062
C -0.27651 0.61652 -6.59824 -0.055
C -1.06720 0.04366 -7.58495 -0.038
C -2.28424 -0.53524 -7.24585 -0.033
C -2.71930 -0.52008 -5.93183 -0.025
C -1.03654 0.62197 -1.61242 -0.543
S -0.80327 -1.00897 -1.16615 0.779
C 0.01275 4.02827 -0.30334 -0.079
C -1.19537 4.85549 0.08835 -0.235
C -1.27875 6.19225 -0.28194 -0.027
C -2.36176 6.95547 0.13227 -0.032
C -3.37803 6.37487 0.87773 -0.034
C -3.29614 5.03731 1.25053 -0.051
C -2.21199 4.27637 0.84768 -0.050
H -0.08862 3.11821 -3.19284 0.154
H -1.21047 4.29153 -2.49528 0.153
H -2.33484 2.52107 -3.90538 0.158
H -2.96883 2.63193 -2.25662 0.165
H -3.50729 0.26287 -3.51313 0.160
H -2.34088 -0.99399 -3.10655 0.092
H -0.06563 1.05777 -4.51592 0.095
H 0.67118 1.06661 -6.86228 0.117
H -0.73984 0.05784 -8.61525 0.125
H -2.90355 -0.98433 -8.01023 0.126
H -3.68041 -0.95212 -5.67542 0.127
H 0.71066 4.63815 -0.87974 0.153
H 0.52434 3.64769 0.57574 0.093
H -0.48954 6.64976 -0.86797 0.126
H -2.40577 8.00548 -0.12301 0.126
H -4.24472 6.95868 1.15661 0.125
H -4.07767 4.59165 1.85097 0.117
H -2.14967 3.23054 1.13818 0.102

=====

# 3
110
Properties=species:S:1:pos:R:3:lowdin_charge:R:1 method="wB97M-V/def2-TZVPD" multiplicity=1 lumo_energy_ev=-0.30 homo_lumo_gap_ev=9.30
C 0.27896 -3.72832 -4.41710 -0.101
C 0.84825 -2.26472 -4.50053 -0.144
O 0.08570 -1.76302 -5.55039 0.054
C -0.31701 -2.76479 -6.35847 -0.580
O -0.57300 -2.59057 -7.53376 0.124
O -0.21931 -3.92611 -5.72911 0.055
H -0.56307 -3.75119 -3.72531 0.124
H 1.08315 -4.44858 -4.26680 0.116
H 1.93001 -2.21896 -4.62616 0.111
H 0.55017 -1.87246 -3.52821 0.082
C 2.22721 -4.04449 4.37854 -0.066
C 1.75365 -2.73107 3.81175 -0.155
O 2.30201 -1.89066 4.74135 0.041
C 2.60577 -2.47444 5.89116 -0.652
O 2.97336 -1.89320 6.83027 0.193
O 2.60812 -3.78202 5.76419 0.103
H 3.02050 -4.46964 3.76371 0.139
H 1.36813 -4.68907 4.56460 0.136
H 0.67713 -2.56355 3.77767 0.116
H 2.04145 -2.68488 2.76145 0.125
C 3.11346 1.38115 3.65956 -0.128
C 4.36210 2.12755 3.26054 -0.144
O 4.46589 1.85028 1.91991 0.084
C 3.21029 1.70144 1.45522 -0.553
O 2.88977 1.65391 0.26832 0.122
O 2.45876 1.38443 2.46126 0.054
H 2.51887 1.96010 4.36623 0.120
H 3.31563 0.36101 3.98597 0.134
H 5.33188 1.92892 3.71682 0.144
H 4.22295 3.20052 3.39272 0.134
C 1.24839 -6.00915 -1.47064 -0.089
C 1.97860 -5.17151 -0.37902 -0.196
C 1.75047 -3.63888 -0.58490 -0.236
C 2.53037 -3.12072 -1.61022 -0.230
N 3.29358 -2.74126 -2.47403 0.163
H 1.66900 -5.84212 -2.46224 0.060
H 0.18815 -5.77505 -1.56656 0.062
H 1.19703 -7.06945 -1.22319 0.067
H 3.04272 -5.40365 -0.33567 0.111
H 1.54291 -5.39527 0.59474 0.087
H 1.98566 -3.15934 0.36527 0.097
H 0.78824 -3.17298 -0.79742 0.095
C -3.31767 -1.22111 -3.54744 -0.108
C -4.48897 -0.87404 -4.45096 -0.244
C -5.31019 -2.07356 -4.99736 -0.158
C -4.36727 -3.07655 -5.62426 -0.237
N -3.69924 -3.82811 -6.08715 0.172
H -3.62215 -1.44042 -2.52407 0.069
H -2.50315 -0.52244 -3.35632 0.050
H -2.65717 -1.95049 -4.01633 0.060
H -4.31178 -0.27069 -5.34129 0.111
H -5.16124 -0.31851 -3.79710 0.099
H -6.08441 -1.74023 -5.68843 0.111
H -5.78826 -2.67161 -4.22154 0.107
C 0.83237 2.12921 7.21738 -0.088
C 0.05547 0.72450 7.05253 -0.175
C -0.03895 0.50054 5.48076 -0.175
C -0.18350 1.50420 4.41097 -0.213
N -0.33135 2.16529 3.46513 0.167
H 0.37193 3.04556 6.84804 0.071
H 1.81944 1.97833 6.78029 0.056
H 0.98856 2.32099 8.27894 0.061
H -0.86549 0.76129 7.63442 0.091
H 0.49215 -0.13026 7.56905 0.096
H -0.81548 -0.25112 5.33894 0.106
H 0.87649 -0.04340 5.24797 0.083
C 1.24498 5.42054 -0.94959 -0.092
C 2.40979 5.80478 0.05475 -0.204
C 2.01603 7.07135 0.90600 -0.177
C 0.56805 7.20582 1.32555 -0.221
N -0.52261 7.35754 1.66331 0.128
H 1.38281 4.37978 -1.24272 0.053
H 1.21917 6.05262 -1.83723 0.078
H 0.22956 5.21613 -0.61008 0.044
H 3.43161 5.91296 -0.30898 0.106
H 2.56867 5.01797 0.79217 0.082
H 2.20878 7.95690 0.30042 0.107
H 2.69510 7.02510 1.75737 0.103
C -2.33284 5.06750 -2.47145 -0.119
C -1.99177 4.06824 -3.53045 -0.240
C -2.63478 4.59861 -4.92482 -0.155
C -1.74000 5.65220 -5.36098 -0.268
N -0.99073 6.46166 -5.69283 0.146
H -3.40357 5.21935 -2.33512 0.088
H -2.00225 6.05027 -2.80757 0.070
H -1.66064 4.91158 -1.62769 0.053
H -2.55121 3.17153 -3.26390 0.084
H -0.95237 3.76036 -3.64433 0.114
H -3.63729 5.02615 -4.90785 0.115
H -2.66502 3.73162 -5.58475 0.111
C -0.67020 1.52501 -0.97126 -0.261
S -1.03249 -0.19387 -0.53429 0.865
O -0.55735 -0.91404 -1.77993 -0.573
C 0.32335 -0.21513 0.74019 -0.237
H 0.34547 1.72472 -1.31278 0.067
H -0.92984 2.23003 -0.18155 0.059
H -1.34651 1.74214 -1.79803 0.021
H 0.00988 -1.05238 1.36376 -0.003
H 0.31514 0.72133 1.29793 0.017
H 1.36328 -0.33231 0.43536 0.059
C -2.80740 -3.96231 0.02923 -0.228
S -1.76087 -4.00132 1.54899 0.898
O -0.36000 -3.40713 1.21531 -0.601
C -2.49571 -2.56484 2.52325 -0.229
H -3.86882 -3.99631 0.27487 0.057
H -2.59917 -4.97905 -0.30392 0.038
H -2.56360 -3.10075 -0.59234 0.045
H -1.76064 -1.95631 3.05000 0.027
H -3.30204 -2.79755 3.21879 0.046
H -2.86802 -1.82601 1.81360 0.037

=====

Let's list molecular weight in order: 655.79 934.03 765.99 g mol⁻¹.
Let's list largest force on an atom in order: 0.03959 0.02565 0.18456 hartree/bohr.
Let's list energy relative to the best compared isomer or geometry (same formula, charge and spin) in order: 0.0 61.5 0.0 kJ/mol.